One molecule with the formula C7H11NO4 at a distorted geometry, computed with ωB97M-V with the def2-TZVPD basis set.

XYZ file:
```
23
Properties=species:S:1:pos:R:3:forces:R:3
C -0.37713 2.62124 -0.06491 -0.1 -4.6 2.9
C 0.21705 1.25395 -0.55833 -0.9 2.2 -1.7
O -0.19619 0.74539 -1.59077 0.8 0.3 0.8
C 1.48578 0.72783 0.16095 -1.0 0.3 0.1
O 1.79205 1.26951 1.21732 0.5 -1.3 -1.6
C 2.02444 -0.52641 -0.53114 -0.1 -0.1 3.8
C 1.41486 -1.74504 0.31147 -1.0 5.1 0.7
C -0.08109 -1.64037 0.05413 -0.9 -3.1 2.1
C -0.84426 -0.60360 0.79956 1.3 0.7 2.9
N -1.99918 -0.22197 0.46744 -1.3 -1.3 -2.5
O -2.67045 0.72548 0.84822 -1.0 0.1 0.1
O -2.50138 -1.02363 -0.66083 -0.9 1.4 1.2
H -0.23314 3.26132 -0.81657 0.9 2.7 -2.9
H 0.23143 2.83331 0.85464 -1.4 0.4 -0.6
H -1.49294 2.44864 -0.05101 1.2 0.3 0.9
H 1.69819 -0.68815 -1.49370 -0.9 0.3 -2.1
H 3.07109 -0.48251 -0.51687 1.7 -0.2 0.2
H 1.73106 -2.59926 -0.14593 1.3 -2.5 -0.4
H 1.59739 -1.52777 1.40042 0.3 -1.0 -1.1
H -0.34994 -1.47841 -0.94393 0.2 0.2 -1.7
H -0.46849 -2.72403 0.24209 0.0 1.9 0.1
H -0.62559 0.05718 1.69277 0.8 -1.3 -0.9
H -3.42354 -0.68270 -0.67501 0.5 -0.2 -0.3
```
Positions in Å, forces in eV/Å.

## Properties
ΔE to the lowest compared entry with this formula, charge and spin (kJ/mol): 488.85
Calculated total energy (Eh): -628.85898
SMILES: CC(=O)C(=O)CCC/C=[N+](/[O-])O
Spin multiplicity: 1
Frontier orbital gap (eV): 8.66
LUMO level (Ha): -0.019

A 6-piece molecular cluster, C12H27N3O15 overall at a distorted geometry, computed with ωB97M-V with the def2-TZVPD basis set.

XYZ file:
```
57
Properties=species:S:1:pos:R:3:forces:R:3
C -1.23373 -0.27076 -0.81538 -0.3 -0.9 0.7
N -1.19805 1.14961 -1.05051 1.1 1.6 -0.7
O -1.84356 1.62759 -1.95427 -0.4 -0.1 0.1
O -0.37376 1.77901 -0.39377 -0.5 -0.2 0.1
H -1.42540 -0.38355 0.25170 0.0 -0.2 -0.1
H -0.21653 -0.60500 -1.01958 -0.3 -0.3 -0.2
H -2.02263 -0.71926 -1.41918 0.4 0.0 0.0
C 0.35864 -3.02300 -5.16901 0.2 0.0 0.2
N 0.01515 -1.62409 -4.87440 -1.6 -1.5 3.3
O -0.65043 -1.39617 -3.86364 0.1 -0.4 -0.2
O 0.39076 -0.80569 -5.60597 1.4 2.9 -2.8
H 0.25579 -3.57452 -4.23448 0.0 -0.1 -0.4
H 1.38421 -2.97045 -5.53444 -0.2 -0.4 -0.1
H -0.35372 -3.30408 -5.94468 0.2 -0.4 0.1
C -5.57825 0.57881 2.57816 -0.1 -0.9 0.1
N -4.45190 0.99901 1.63822 -1.8 1.5 2.5
O -4.04532 0.17290 0.86885 0.7 0.4 -0.5
O -4.13998 2.18212 1.81061 0.6 -1.6 -1.2
H -5.61812 1.16579 3.49575 0.3 0.4 -0.5
H -5.43890 -0.45914 2.88042 0.2 0.0 -0.3
H -6.52063 0.62667 2.03252 0.2 0.2 -0.1
C 2.45465 1.32229 -3.10177 -0.6 2.5 -0.5
O 2.77456 -0.01432 -2.94332 1.0 -1.6 1.3
C 3.87868 -0.30115 -2.16961 0.7 0.7 -1.6
O 4.66906 0.50656 -1.74071 -0.9 -0.7 0.1
O 4.02261 -1.62602 -2.19018 -1.7 -0.2 -0.6
C 5.19655 -2.28308 -1.82488 1.3 1.0 2.1
H 1.95042 1.79585 -2.25939 0.2 -0.4 0.5
H 1.75075 1.46854 -3.92105 0.0 -0.7 -0.1
H 3.30022 1.95984 -3.35991 0.3 -0.3 0.2
H 5.22797 -3.30466 -2.20365 0.0 0.5 -0.4
H 5.29593 -2.30164 -0.73958 -0.7 -0.6 0.4
H 6.06701 -1.63610 -1.93360 0.2 -0.2 -1.4
C -2.54512 -3.28109 0.65808 0.1 -0.4 0.2
O -1.30379 -3.22560 1.32468 2.0 -1.3 1.5
C -0.79201 -4.36667 1.94553 -2.1 -0.4 -2.3
O -1.19534 -5.50313 1.71574 0.8 1.9 0.8
O 0.18133 -3.97235 2.72310 0.1 0.4 -0.2
C 0.90223 -4.95774 3.44471 -0.2 0.3 1.3
H -2.69926 -4.23465 0.15304 0.1 0.1 -0.1
H -2.46299 -2.44380 -0.03496 -0.7 -0.2 0.1
H -3.29347 -3.16225 1.44162 -0.4 0.2 -0.4
H 1.03594 -4.50466 4.42702 0.3 0.0 0.0
H 1.88799 -5.10493 3.00346 -0.3 -0.4 -0.2
H 0.26954 -5.82522 3.63261 0.4 -0.3 -0.6
C -1.03910 3.52868 2.45955 -2.5 -0.2 -2.1
O -0.12977 4.39573 3.02332 2.2 1.3 0.5
C 0.36142 5.51180 2.39543 -0.5 -0.1 -1.4
O -0.03403 6.01876 1.33109 1.3 -1.4 3.4
O 1.40524 5.89844 3.20461 -2.2 -1.0 -0.2
C 2.21389 6.96971 2.84577 1.0 0.7 -1.0
H -0.95206 3.35437 1.38710 0.5 0.6 -0.2
H -2.02895 3.96755 2.58486 -0.2 -0.2 0.1
H -1.07680 2.49291 2.79696 0.7 0.4 1.1
H 2.57389 7.53004 3.70864 -0.5 -0.2 0.3
H 1.73377 7.64999 2.14234 0.0 -0.1 0.0
H 3.10540 6.53220 2.39644 0.1 0.2 -0.3
```
Positions in Å, forces in eV/Å.

## Properties
ΔE to the lowest compared entry with this formula, charge and spin (kJ/mol): 82.50
Calculated total energy (Eh): -1765.95801
SMILES: C[N+](=O)[O-].C[N+](=O)[O-].C[N+](=O)[O-].COC(=O)OC.COC(=O)OC.COC(=O)OC
Spin multiplicity: 1
Frontier orbital gap (eV): 10.43
LUMO level (Ha): -0.001

C38H41N5OS2SiV as an isolated structure, computed with ωB97M-V with the def2-TZVPD basis set.

XYZ file:
```
89
Properties=species:S:1:pos:R:3:forces:R:3
V -0.12682 0.33579 1.22766 0.2 0.5 -0.2
N 1.92978 -0.16691 1.79102 -0.1 -0.1 0.0
C 2.01645 -0.59221 3.15875 0.0 0.0 0.0
C 3.19398 -0.88541 3.78538 0.1 0.0 0.0
C 3.22204 -1.26895 5.14287 0.0 0.0 0.0
C 2.06465 -1.35629 5.85917 0.0 0.0 0.0
C 0.82614 -1.06395 5.24143 -0.1 0.0 0.0
C -0.40939 -1.14220 5.92772 0.0 0.0 0.1
C -1.57043 -0.86707 5.26871 0.1 0.0 -0.2
C -1.50068 -0.49806 3.90958 -0.1 0.0 0.2
N -0.37619 -0.38843 3.24340 0.1 0.0 0.0
C 0.79864 -0.68020 3.88653 0.1 -0.1 0.0
H 2.10371 -0.91601 1.11962 0.0 0.0 0.0
H 2.56647 0.59388 1.57411 0.0 0.0 0.0
H 4.11803 -0.82164 3.22368 0.0 0.0 0.0
H 4.17103 -1.49644 5.60905 0.0 0.0 0.0
H 2.07324 -1.64967 6.90119 0.0 0.0 0.0
H -0.41342 -1.42901 6.97234 0.0 0.0 0.0
H -2.53375 -0.92940 5.75362 0.0 0.0 0.0
H -2.40864 -0.29816 3.35390 0.1 0.1 0.0
S -0.28772 -1.62297 -0.09965 0.0 0.0 0.1
C 1.03778 -1.19623 -1.20690 0.1 0.0 -0.1
N 1.67609 -2.29361 -1.88082 -0.1 0.0 0.0
C 3.03233 -1.97781 -2.27456 0.0 0.0 0.0
C 3.01787 -0.74319 -3.13605 0.0 0.0 0.0
N 2.48409 0.37676 -2.38694 0.0 0.0 0.0
C 2.39649 1.57594 -3.20739 0.0 0.0 0.0
C 1.47268 1.48163 -4.40784 0.0 0.0 0.0
C 0.17541 0.98589 -4.28412 0.0 0.0 0.0
C -0.65787 0.91160 -5.39022 0.0 0.0 0.0
C -0.21416 1.33620 -6.63603 0.0 0.0 0.0
C 1.07419 1.83050 -6.76898 0.0 0.0 0.0
C 1.90948 1.89554 -5.66133 0.0 0.0 0.0
C 1.42246 0.08188 -1.47917 0.0 0.0 -0.1
S 0.68106 1.51890 -0.73928 -0.1 -0.2 0.2
C 1.57716 -3.61836 -1.28751 0.0 0.1 0.0
C 1.92397 -4.69066 -2.29005 0.0 0.0 0.0
C 1.15824 -4.82506 -3.44596 0.0 0.0 0.0
C 1.45669 -5.80352 -4.37935 0.0 0.0 0.0
C 2.52775 -6.66565 -4.17067 0.0 0.0 0.0
C 3.29504 -6.53932 -3.02401 0.0 0.0 0.0
C 2.99315 -5.55341 -2.09122 0.0 0.0 0.0
H 3.44419 -2.81193 -2.84304 0.0 0.0 0.0
H 3.67685 -1.81746 -1.39078 0.0 0.0 0.0
H 2.42544 -0.95712 -4.03609 0.0 0.0 0.0
H 4.03304 -0.48921 -3.45895 0.0 0.0 0.0
H 3.40742 1.79437 -3.56457 0.0 0.0 0.0
H 2.08848 2.40424 -2.57125 0.0 0.0 0.0
H -0.17856 0.65293 -3.31700 0.0 0.0 0.0
H -1.66111 0.51865 -5.27822 0.0 0.0 0.0
H -0.86759 1.27652 -7.49719 0.0 0.0 0.0
H 1.43404 2.15817 -7.73639 0.0 0.0 0.0
H 2.92143 2.27028 -5.77275 0.0 0.0 0.0
H 0.55425 -3.76305 -0.95083 0.0 0.0 0.0
H 2.22231 -3.72026 -0.39688 0.0 0.0 0.0
H 0.33359 -4.14093 -3.60789 0.0 0.0 0.0
H 0.85403 -5.89784 -5.27399 0.0 0.0 0.0
H 2.76133 -7.42918 -4.90156 0.0 0.0 0.0
H 4.13337 -7.20357 -2.85541 0.0 0.0 0.0
H 3.59833 -5.45127 -1.19716 0.0 0.0 0.0
C -1.47105 2.96188 1.41148 0.1 0.0 -0.1
C -2.09824 3.72723 2.54668 0.0 0.0 0.0
C -1.91445 5.10648 2.60672 0.0 0.0 0.0
C -2.44089 5.84348 3.64945 0.0 0.0 0.0
C -3.16717 5.20221 4.65237 0.0 0.0 -0.1
C -3.35941 3.82541 4.59670 0.0 0.0 0.0
C -2.82404 3.09682 3.54754 0.0 0.0 0.0
C -3.71932 5.96067 5.74100 0.0 0.0 0.0
N -4.16256 6.56552 6.61151 0.0 0.0 0.0
H -0.38218 2.93990 1.55032 0.0 0.0 0.0
H -1.63135 3.48351 0.46337 0.0 0.0 0.0
H -1.35523 5.60730 1.82495 0.0 0.0 0.0
H -2.29937 6.91467 3.69417 0.0 0.0 0.0
H -3.92850 3.33384 5.37426 0.0 0.0 0.0
H -2.97942 2.02868 3.49808 0.0 0.0 0.0
C -3.89519 -0.36678 1.16272 0.0 0.0 0.0
Si -3.29795 1.20441 0.35965 0.0 0.0 0.1
C -2.86938 0.92173 -1.41656 0.0 0.0 0.0
C -4.52684 2.60014 0.52889 0.0 0.0 0.0
O -1.92294 1.61329 1.32072 -0.3 -0.1 -0.1
H -4.67093 -0.83737 0.55525 0.0 0.0 0.0
H -4.31261 -0.19749 2.15834 0.0 0.0 0.0
H -3.06736 -1.07842 1.22868 0.0 0.0 0.0
H -3.79843 0.70493 -1.95462 0.0 0.0 0.0
H -2.19736 0.06635 -1.50646 0.0 0.0 0.0
H -2.38352 1.77737 -1.88674 0.0 0.0 0.0
H -5.38337 2.37545 -0.11216 0.0 0.0 0.0
H -4.12309 3.55806 0.19400 0.0 0.0 0.0
H -4.89570 2.72269 1.54802 0.0 0.0 0.0
```
Positions in Å, forces in eV/Å.

## Properties
ΔE to the lowest compared entry with this formula, charge and spin (kJ/mol): 123.57
Calculated total energy (Eh): -3851.65837
Expectation value of S²: 3.768
Spin multiplicity: 4
Frontier orbital gap (alpha / beta) (eV): 4.67 / 4.84
LUMO level (alpha / beta) (Ha): -0.030 / -0.031

A 3-piece molecular cluster, C3H11NO overall at a distorted geometry, computed with ωB97M-V with the def2-TZVPD basis set.

XYZ file:
```
16
Properties=species:S:1:pos:R:3:forces:R:3
C -0.58639 0.43507 0.07983 -0.1 0.0 0.9
C -0.49790 1.90040 -0.34053 0.1 -0.1 0.1
C -1.02689 -0.51509 -1.03790 0.3 0.0 0.1
H -1.31137 0.34476 0.89942 -0.1 0.0 -0.1
H 0.78815 -0.02973 0.14566 1.4 -0.7 0.9
H -0.18906 2.53801 0.48964 0.0 0.0 0.0
H -1.01419 -1.54855 -0.69219 -0.1 0.0 0.0
H 0.21477 2.03172 -1.15774 0.0 0.0 0.0
H -1.46704 2.26450 -0.69150 0.0 -0.1 0.0
H -0.35194 -0.44896 -1.89450 0.0 0.0 0.0
H -2.03138 -0.26101 -1.38674 0.1 0.0 0.1
N 1.50687 -1.88803 1.03740 0.0 0.4 -0.1
O 1.70161 -0.45186 1.00761 -0.2 -0.2 -0.9
H 0.31270 0.05543 0.99345 -1.3 0.5 -0.9
H 1.64739 -2.15105 2.01115 0.0 0.1 -0.1
H 2.30467 -2.27563 0.53695 -0.1 0.1 0.1
```
Positions in Å, forces in eV/Å.

## Properties
ΔE to the lowest compared entry with this formula, charge and spin (kJ/mol): 502.78
Calculated total energy (Eh): -250.70515
Spin multiplicity: 1
Frontier orbital gap (eV): 9.34
LUMO level (Ha): 0.041

One molecule with the formula CH4IOPS at a distorted geometry, computed with ωB97M-V with the def2-TZVPD basis set.

XYZ file:
```
9
Properties=species:S:1:pos:R:3:forces:R:3
C 1.33481 0.50602 0.14235 -2.5 1.5 -0.1
P 0.13028 -0.68600 0.77552 -2.6 -0.1 0.2
O -0.05779 -1.80129 -0.42005 1.0 -0.1 2.0
S -1.69828 0.81014 0.20556 1.3 -0.1 0.0
I -4.08187 0.48975 0.33390 0.7 -0.5 0.2
H 1.34021 1.47802 0.66336 -0.3 -0.4 -0.2
H 2.18080 0.01540 0.43471 2.8 -1.2 0.3
H 1.22178 0.62706 -0.91504 0.3 0.2 -0.7
H -0.36994 -1.43909 -1.22030 -0.6 0.7 -1.8
```
Positions in Å, forces in eV/Å.

## Properties
ΔE to the lowest compared entry with this formula, charge and spin (kJ/mol): 167.55
Calculated total energy (Eh): -1152.97372
SMILES: CP(O)SI
Spin multiplicity: 1
Frontier orbital gap (eV): 7.59
LUMO level (Ha): -0.038

One molecule with the formula C4H12N3 at a distorted geometry, computed with ωB97M-V with the def2-TZVPD basis set.

XYZ file:
```
19
Properties=species:S:1:pos:R:3:forces:R:3
C 2.08323 0.16463 0.35597 0.1 -0.2 -0.6
C 1.22129 -0.39847 1.47826 0.0 0.9 1.3
C -0.13941 -0.92959 1.04425 0.2 0.2 -0.9
N -1.01570 0.05715 0.48344 -1.3 0.3 0.0
C -1.10113 0.47077 -0.85567 1.4 0.5 0.3
N -0.60197 -0.31491 -1.89643 -0.3 0.3 0.0
N -2.18408 1.27047 -1.21868 -0.7 0.0 -1.0
H 2.74739 0.97391 0.67663 0.2 -0.5 0.2
H 1.51697 0.64709 -0.44505 -0.4 -0.1 0.2
H 2.63706 -0.65183 -0.12404 0.2 0.3 0.1
H 1.74013 -1.16848 2.05671 0.2 -0.2 -0.3
H 1.09967 0.40549 2.23018 -0.3 -0.2 -0.3
H 0.04796 -1.62845 0.23268 -0.1 -0.5 0.1
H -0.69522 -1.44482 1.83119 0.4 -0.1 0.1
H -1.53561 0.62722 1.12481 0.1 0.1 0.1
H 0.33565 -0.66578 -1.79828 -0.2 -0.1 -0.1
H -1.25526 -0.89229 -2.41900 0.0 -0.3 0.1
H -2.07136 1.70121 -2.12402 0.1 0.0 0.2
H -2.82963 1.77668 -0.63295 0.5 -0.4 0.4
```
Positions in Å, forces in eV/Å.

## Properties
ΔE to the lowest compared entry with this formula, charge and spin (kJ/mol): 0.00
Calculated total energy (Eh): -323.80020
Expectation value of S²: 0.753
Spin multiplicity: 2
Frontier orbital gap (alpha / beta) (eV): 5.64 / 9.75
LUMO level (alpha / beta) (Ha): 0.042 / 0.038